# 1
DFT (ωB97M-V/def2-TZVPD) results for a structure of composition C24H49BGdNO4.

```
80
Properties=species:S:1:pos:R:3:forces:R:3
C -1.502 4.440 -4.563 -0.58 -1.02 1.79
C -0.560 3.937 -3.413 0.36 0.51 -1.13
C 0.630 3.063 -3.861 -1.05 0.80 0.23
C 1.613 2.796 -2.710 0.52 -0.23 -0.84
N 1.859 1.389 -2.567 -0.19 -0.20 0.96
B 0.906 0.535 -1.767 -0.82 0.21 -1.70
C 1.577 -1.070 -1.783 0.97 -0.47 1.19
C 2.805 -1.267 -0.899 -0.25 -0.51 -0.32
C 2.611 -2.159 0.336 0.36 0.30 0.04
C 2.551 -1.457 1.684 0.00 -0.45 0.28
C 2.940 -2.384 2.833 -0.49 0.36 0.25
C 2.857 -1.663 4.192 -0.06 -0.07 -0.41
C 1.791 -2.219 5.119 -0.07 0.44 0.18
C 1.431 -1.239 6.230 -0.07 -0.39 -0.08
C 0.222 -1.676 7.049 0.39 0.25 0.38
C 0.245 -1.093 8.451 -0.01 -0.10 -0.23
O 0.053 0.305 8.430 0.05 0.19 0.03
C -1.204 0.711 8.928 0.31 -0.25 -0.06
C -0.590 0.397 -2.442 1.22 0.26 -0.02
C -0.596 -0.209 -3.863 -0.61 0.06 0.23
C -1.518 -1.429 -4.012 -0.06 0.41 -0.38
C -2.785 -1.101 -4.774 -0.26 -0.50 0.12
O -3.379 -2.334 -5.196 0.82 0.39 -0.28
C -4.741 -2.336 -5.144 0.17 0.14 -0.92
C -5.426 -2.018 -6.418 -0.30 -0.14 -0.49
O -5.305 -2.578 -4.142 -0.85 -0.31 1.75
C 0.869 0.913 -0.140 -0.44 0.15 0.50
C -0.319 1.805 0.154 0.17 -0.75 -1.14
C -1.564 1.198 0.625 0.17 0.57 -0.23
O -0.686 1.900 1.492 0.13 0.43 0.69
H -1.756 3.600 -5.231 0.14 0.32 -0.46
H -1.056 5.283 -5.102 -6.09 -0.01 3.62
H -2.427 4.791 -4.124 -0.23 0.33 -0.15
H -1.229 3.387 -2.765 0.04 -0.22 0.31
H -0.175 4.793 -2.865 -0.16 0.21 0.34
H 0.257 2.147 -4.305 0.18 -0.24 -0.13
H 1.186 3.618 -4.654 0.48 -0.33 -0.13
H 2.550 3.284 -2.966 0.20 0.13 0.09
H 1.260 3.298 -1.808 -0.21 -0.09 0.22
H 2.828 1.206 -2.345 0.09 0.10 0.10
H 0.799 -1.762 -1.484 -0.43 0.11 0.02
H 1.848 -1.253 -2.817 -0.26 0.37 -0.39
H 3.538 -1.770 -1.529 0.22 0.05 -0.17
H 3.280 -0.331 -0.613 0.07 0.27 0.06
H 1.756 -2.812 0.194 -0.26 -0.13 0.01
H 3.470 -2.824 0.375 0.18 -0.17 0.00
H 1.542 -1.128 1.919 -0.20 0.33 -0.08
H 3.203 -0.588 1.699 0.12 0.26 -0.10
H 3.917 -2.818 2.659 0.20 -0.17 -0.05
H 2.191 -3.171 2.847 0.14 -0.50 -0.06
H 3.827 -1.662 4.677 0.17 0.05 0.18
H 2.596 -0.624 4.000 0.10 0.28 0.01
H 2.127 -3.149 5.565 -0.05 -0.34 -0.01
H 0.886 -2.419 4.547 -0.15 -0.19 -0.19
H 1.227 -0.268 5.793 0.10 0.30 -0.01
H 2.293 -1.143 6.886 0.18 0.19 0.15
H -0.691 -1.342 6.567 -0.29 -0.23 -0.20
H 0.219 -2.758 7.164 -0.14 -0.25 -0.16
H -0.506 -1.586 9.065 -0.19 0.02 0.19
H 1.217 -1.295 8.895 0.17 0.01 0.18
H -2.019 0.285 8.344 -0.20 -0.01 -0.14
H -1.321 0.394 9.962 -0.09 0.01 0.25
H -1.232 1.789 8.874 -0.09 0.25 -0.02
H -1.100 1.361 -2.482 -0.31 0.11 0.25
H -1.148 -0.241 -1.770 -0.39 -0.02 0.15
H -0.991 0.547 -4.547 0.05 0.17 -0.29
H 0.401 -0.437 -4.223 0.27 -0.07 0.05
H -1.040 -2.225 -4.570 0.20 -0.27 0.10
H -1.834 -1.779 -3.038 0.19 -0.42 0.20
H -3.498 -0.580 -4.136 -0.05 0.23 0.13
H -2.578 -0.486 -5.650 0.09 0.08 -0.22
H -6.473 -2.259 -6.316 -0.26 0.00 0.00
H -5.012 -2.578 -7.247 0.20 -0.08 -0.14
H -5.339 -0.960 -6.650 0.14 0.21 -0.01
H 1.774 1.423 0.178 0.35 -0.28 -0.01
H 0.673 0.029 0.448 0.44 -0.25 0.20
H -0.424 2.704 -0.448 0.05 0.31 0.18
H -2.454 1.755 0.375 -0.47 -0.30 0.20
H -1.597 0.139 0.810 -0.27 -0.28 -0.09
Gd 0.248 5.256 -5.986 6.48 0.04 -4.34
```
Forces are in eV/Å.

Its lowest unoccupied orbital energy (spin up / spin down) is -0.339 / -0.359 Ha. The total charge is +2. Its expectation value of S² is 15.784. The calculation puts the total energy at -2089.07948 a.u. The HOMO-LUMO gap (spin up / spin down) is 0.090 / 0.070 Ha. The largest force on an atom is 7.80 eV/Å. The spin multiplicity is 8.

***

# 2
DFT (ωB97M-V/def2-TZVPD) results for an isolated molecule of C4H5N3O.

```
13
Properties=species:S:1:pos:R:3:forces:R:3
C -0.758 0.954 -0.227 -3.03 2.59 1.21
N -2.208 0.732 0.007 2.57 2.17 0.65
N -2.332 -0.620 -0.008 -2.58 -0.04 0.51
N -1.255 -1.258 -0.259 0.59 2.81 0.57
C -0.270 -0.236 -0.298 0.84 -3.30 -3.38
C 1.146 -0.499 -0.716 -0.58 2.88 6.17
C 1.814 -0.423 0.643 -2.53 0.54 -0.49
O 2.011 0.733 -0.338 -1.53 -4.00 0.82
H -0.039 1.782 -0.296 -1.46 0.32 0.14
H -2.920 1.519 0.457 2.29 -3.53 -1.68
H 1.213 -1.218 -1.445 1.43 -1.13 -2.01
H 0.997 -0.405 1.561 2.36 0.82 -2.37
H 2.601 -1.062 0.919 1.61 -0.14 -0.15
```
Forces are in eV/Å.

Its lowest unoccupied orbital energy is 0.028 Ha. The energy above the lowest of the compared OMol25 structures with the same formula, charge and spin is 582.1 kJ/mol. The calculation puts the total energy at -394.74586 a.u. The HOMO-LUMO gap is 0.385 Ha. The largest force on an atom is 6.84 eV/Å. The SMILES is c1[nH]nnc1[C@@H]1CO1.

***

# 3
DFT (ωB97M-V/def2-TZVPD) results for an isolated molecule of C3H3N3O2.

```
11
Properties=species:S:1:pos:R:3:forces:R:3
O -0.782 -0.591 -2.753 -4.32 -4.73 2.36
N -0.130 0.266 -2.041 -0.75 1.74 6.48
C -0.456 0.291 -0.626 0.77 -5.31 -9.18
N -0.731 -0.748 0.187 2.73 -1.80 3.88
C 0.133 -0.880 1.277 -3.65 -0.68 -2.24
N 1.241 0.015 1.743 -3.79 2.06 -4.14
C 1.024 1.131 1.032 -0.93 -1.05 0.67
O 0.022 1.294 -0.149 6.04 8.06 7.59
H -1.434 -1.178 -1.940 2.52 1.73 -3.88
H -0.303 -1.747 1.897 1.75 1.53 -0.47
H 1.416 2.147 1.373 -0.37 -1.55 -1.07
```
Forces are in eV/Å.

Its lowest unoccupied orbital energy is -0.037 Ha. The energy above the lowest of the compared OMol25 structures with the same formula, charge and spin is 814.1 kJ/mol. The calculation puts the total energy at -430.61089 a.u. The HOMO-LUMO gap is 0.246 Ha. The largest force on an atom is 12.61 eV/Å. The SMILES is O/N=c1\ncnco1.

***

# 4
DFT (ωB97M-V/def2-TZVPD) results for a structure of composition C3H8B2BrO2Pb.

```
17
Properties=species:S:1:pos:R:3:forces:R:3
C 2.456 -0.046 0.160 -0.83 0.18 -0.02
B 0.913 0.251 0.149 1.34 0.40 -1.21
O 0.448 1.471 0.713 0.33 -0.11 -0.96
B -0.163 -0.904 -0.547 -0.88 0.06 0.70
C -1.645 -0.211 -1.031 0.91 -0.15 -1.10
C -2.238 0.185 0.169 -1.45 0.36 0.66
O -2.288 -0.587 1.149 -1.23 0.29 0.24
Br -2.933 1.932 0.488 0.20 -0.16 -0.24
H 2.662 -0.490 1.142 0.26 0.14 0.17
H 2.702 -0.824 -0.551 0.19 -0.02 -0.22
H 3.077 0.837 0.018 0.24 -0.02 0.11
H 1.113 2.161 0.568 0.00 0.29 0.70
H -0.346 -1.863 0.200 -0.09 -0.31 -0.27
H 0.389 -1.254 -1.554 0.47 0.07 0.26
H -1.479 0.598 -1.729 -0.16 0.14 -0.10
H -2.233 -0.993 -1.512 0.06 -0.26 0.13
Pb -0.436 -0.266 2.168 0.64 -0.90 1.14
```
Forces are in eV/Å.

Its lowest unoccupied orbital energy is -0.196 Ha. The total charge is +1. The energy above the lowest of the compared OMol25 structures with the same formula, charge and spin is 63.2 kJ/mol. The calculation puts the total energy at -3085.87878 a.u. The HOMO-LUMO gap is 0.309 Ha. The largest force on an atom is 1.85 eV/Å.

***

# 5
DFT (ωB97M-V/def2-TZVPD) results for the ion C5H9N2 with charge +1.

```
16
Properties=species:S:1:pos:R:3:forces:R:3
C -1.652 -0.851 -0.559 -5.93 1.40 -2.67
C 0.308 0.082 1.457 2.28 -0.06 1.92
C 0.445 -0.988 0.447 -1.02 -3.51 -0.78
C 0.054 0.554 0.110 -2.04 3.73 -2.06
C 1.122 1.398 -0.552 -0.95 -2.31 0.02
N -0.770 -1.645 -0.040 6.04 -4.28 3.53
N -1.237 0.426 -0.508 3.19 4.50 1.63
H -2.543 -1.090 -1.123 0.38 -0.43 0.27
H -0.420 -0.056 2.228 -1.03 -0.04 -0.13
H 1.318 0.396 1.938 -1.73 -0.47 -1.25
H 1.438 -1.384 0.179 -0.72 0.03 -0.02
H 0.994 2.447 -0.477 -0.11 1.05 0.55
H 1.148 1.148 -1.607 0.18 -0.05 -0.21
H 1.966 0.992 -0.027 1.19 0.76 -0.22
H -0.722 -2.612 -0.329 0.41 0.09 -0.06
H -1.450 1.182 -1.137 -0.15 -0.42 -0.52
```
Forces are in eV/Å.

Its lowest unoccupied orbital energy (spin up / spin down) is -0.104 / -0.307 Ha. The total charge is +1. Its expectation value of S² is 2.007. The energy above the lowest of the compared OMol25 structures with the same formula, charge and spin is 152.7 kJ/mol. The calculation puts the total energy at -304.96694 a.u. The HOMO-LUMO gap (spin up / spin down) is 0.253 / 0.220 Ha. The largest force on an atom is 8.20 eV/Å. The spin multiplicity is 3.

***

# 6
DFT (ωB97M-V/def2-TZVPD) results for a structure of composition C19H40CrOP2.

```
63
Properties=species:S:1:pos:R:3:forces:R:3
P 2.495 0.563 -0.928 -0.63 0.86 -0.56
P -1.505 0.240 2.122 -1.16 -0.43 0.81
C -1.591 0.667 -0.675 -0.32 0.40 2.95
C -2.425 0.825 0.631 -0.35 0.53 -0.88
H -0.967 -0.214 -0.039 -0.20 0.83 -2.25
H -0.966 1.570 -0.802 -0.03 -0.08 0.10
H -2.699 1.882 0.776 0.03 -0.37 0.02
H -3.362 0.245 0.599 0.26 0.14 -0.24
C -2.056 -1.542 2.254 0.50 -0.22 -0.35
H -1.948 -1.964 3.271 -0.16 0.57 -0.37
H -1.358 -2.132 1.649 -0.14 0.06 -0.06
H -3.070 -1.725 1.870 0.20 0.24 0.20
C -2.782 1.032 3.203 0.37 0.34 0.31
H -3.772 0.577 2.991 0.54 0.32 0.40
H -2.772 2.079 2.865 -0.27 -0.22 0.33
H -2.501 1.037 4.269 -0.38 -0.25 -0.35
C 3.457 -0.558 -1.980 -0.02 -0.60 -0.23
H 4.465 -0.713 -1.592 0.00 0.17 -0.29
H 3.460 -0.194 -3.005 0.14 -0.08 -0.08
H 2.950 -1.525 -1.978 0.09 -0.04 -0.09
C 2.745 2.229 -1.716 -0.60 0.05 -0.35
H 1.727 2.620 -1.945 0.77 -0.07 0.01
H 3.290 2.092 -2.683 -0.21 0.52 0.92
H 3.223 2.911 -0.975 -0.13 -0.43 -0.92
Cr -0.235 -0.396 -1.713 1.61 -1.07 1.39
C -2.400 0.183 -1.926 -2.29 2.03 -0.10
C -2.355 -1.256 -1.888 1.65 -1.06 0.82
C -2.183 -2.143 -3.027 -0.03 -1.52 -1.03
C -1.054 -1.840 -4.033 0.21 -1.01 -0.42
C 0.167 -1.102 -3.510 0.70 1.27 -1.04
C 0.284 0.411 -3.531 0.57 -1.60 1.14
C -0.865 1.353 -3.789 -0.46 -0.19 -1.11
C -2.272 0.887 -3.310 0.19 0.68 -0.32
C 3.630 0.732 0.479 0.20 -0.54 1.35
H -3.423 0.399 -1.600 -0.24 0.72 -0.07
H -3.119 -1.644 -1.189 0.79 -0.01 0.07
H -3.081 -2.420 -3.601 -0.39 0.37 -0.19
H -1.973 -3.091 -2.504 0.29 -0.05 -0.54
H -0.728 -2.829 -4.336 0.36 -0.38 -0.09
H -1.416 -1.482 -5.001 -0.25 0.63 0.20
H 1.148 -1.638 -3.568 -0.89 0.48 -0.26
H 1.272 0.905 -3.670 -0.60 -0.67 0.05
H -0.905 1.357 -4.900 -0.39 0.76 0.33
H -0.662 2.390 -3.419 0.05 -0.84 -0.31
H -2.956 1.751 -3.359 0.43 0.05 0.44
H -2.731 0.276 -4.097 0.33 -0.50 0.47
H 3.013 0.269 1.290 0.87 0.71 -0.11
H 3.969 1.785 0.720 -0.58 -1.29 -0.20
H 4.512 0.068 0.320 -0.51 0.65 0.24
C 0.404 -1.030 4.664 -0.19 -0.31 0.11
C 1.306 -0.306 3.658 -0.35 0.56 0.90
C 1.273 1.215 3.887 -0.02 0.48 -0.22
C 2.763 -0.749 3.931 0.17 -0.42 -0.66
O 0.912 -0.619 2.353 0.57 0.08 0.21
H 0.721 -0.860 5.702 -0.02 -0.05 -0.25
H 0.425 -2.110 4.451 0.04 0.29 0.14
H -0.643 -0.710 4.575 0.26 0.09 0.03
H 1.453 1.511 4.928 0.08 -0.32 -0.10
H 2.044 1.691 3.267 -0.17 -0.05 0.07
H 0.307 1.639 3.592 0.13 -0.16 0.04
H 2.844 -1.828 3.745 0.10 0.17 0.16
H 3.466 -0.241 3.254 -0.24 -0.12 0.29
H 3.052 -0.532 4.973 -0.28 -0.06 -0.44
```
Forces are in eV/Å.

Its lowest unoccupied orbital energy (spin up / spin down) is 0.022 / -0.043 Ha. Its expectation value of S² is 6.353. The energy above the lowest of the compared OMol25 structures with the same formula, charge and spin is 505.4 kJ/mol. The calculation puts the total energy at -2550.02178 a.u. The HOMO-LUMO gap (spin up / spin down) is 0.241 / 0.178 Ha. The largest force on an atom is 3.06 eV/Å. The spin multiplicity is 5.